(1)
Computed, not measured: CHBiF3MgNO3S2 as an isolated structure at a distorted geometry, with the ωB97M-V functional and the def2-TZVPD basis.

XYZ file:
```
13
Properties=species:S:1:pos:R:3:forces:R:3:nbo_charge:R:1
Mg 1.569 2.127 1.353 0.44 -0.07 -0.37 1.7858
N -0.174 -0.064 0.030 1.52 2.38 2.45 -1.2447
S 1.336 -0.188 -0.514 2.32 -0.60 -0.38 1.3945
O 2.318 0.822 0.134 -1.30 0.23 0.19 -1.1048
S -0.686 1.230 1.101 -0.50 0.06 0.07 0.2047
O -2.361 1.697 -0.163 2.75 0.62 2.29 -0.7489
C 1.805 -1.715 0.477 0.69 -1.02 0.19 0.8085
F 1.051 -2.726 0.080 -0.11 0.43 -0.10 -0.2793
F 1.607 -1.490 1.766 -0.12 0.34 0.01 -0.2940
F 3.078 -1.994 0.261 -0.41 0.40 -0.07 -0.2652
Bi -2.042 -0.079 -0.961 -2.46 -4.35 -2.57 2.1661
O -3.716 0.837 -1.458 -2.37 1.10 -1.64 -0.9484
H -3.784 1.544 -2.105 -0.46 0.49 -0.06 0.5256
```
Forces are in eV/Å.

Results
**Maximum force**: 5.617 eV/A
**Orbital gap (spin up / spin down)**: 6.91 / 6.94 eV
**HOMO energy (spin up / spin down)**: -17.430 / -17.272 eV
**Total energy**: -1829.0131 Ha
**Total charge**: +2

=====

(2)
Computed, not measured: CHBiF3NO3S as an isolated structure at a distorted geometry, with the ωB97M-V functional and the def2-TZVPD basis.

XYZ file:
```
11
Properties=species:S:1:pos:R:3:forces:R:3:lowdin_spin:R:1
Bi -2.520 0.686 -1.022 -1.32 1.36 -0.85 0.7836
O -1.591 -1.218 -0.724 -3.85 -0.93 3.44 0.0848
N -0.207 -1.360 -0.812 1.67 1.05 0.02 0.0022
S 0.500 0.099 -0.717 4.38 -2.19 -0.69 0.0128
O -0.501 1.200 -0.920 -0.50 0.86 -0.11 0.0976
O 1.733 0.124 -1.490 -2.60 0.14 1.32 -0.0009
C 1.064 0.412 1.042 0.94 0.11 0.18 0.0000
F 0.015 0.466 1.847 -0.69 -0.03 0.07 0.0043
F 1.851 -0.581 1.421 -0.29 0.10 -0.35 0.0004
F 1.731 1.552 1.113 -0.26 -0.11 -0.23 0.0001
H -2.075 -1.378 0.263 2.51 -0.36 -2.80 0.0151
```
Forces are in eV/Å.

Results
**Maximum force**: 5.245 eV/A
**Orbital gap (spin up / spin down)**: 7.41 / 7.62 eV
**HOMO energy (spin up / spin down)**: -14.232 / -14.898 eV
**⟨S²⟩**: 0.753
**Spin multiplicity**: 2
**Total energy**: -1231.1150 Ha
**Total charge**: +1

=====

(3)
Computed, not measured: a 2-piece molecular cluster, CHBr2O2S overall at a distorted geometry, with the ωB97M-V functional and the def2-TZVPD basis.

XYZ file:
```
7
Properties=species:S:1:pos:R:3:forces:R:3:nbo_charge:R:1
C -0.614 0.770 -0.091 1.05 -1.62 -0.29 -0.6939
O 0.266 -2.470 0.764 -0.21 0.15 -0.10 -0.9615
O 1.764 -0.570 0.697 1.00 0.52 0.49 -0.9677
S 0.760 -1.330 0.000 -1.21 -0.20 -0.01 1.6082
Br -2.533 1.181 -0.223 0.77 0.19 0.26 -0.0693
Br 0.333 1.110 -1.773 -0.34 0.61 -0.41 -0.1016
H 0.023 1.308 0.626 -1.05 0.34 0.07 0.1858
```
Forces are in eV/Å.

Results
**Maximum force**: 1.950 eV/A
**Orbital gap**: 6.87 eV
**HOMO energy**: -3.567 eV
**Total energy**: -5735.4147 Ha
**Total charge**: -1

=====

(4)
Computed, not measured: CHBr2P as an isolated structure at a distorted geometry, with the ωB97M-V functional and the def2-TZVPD basis.

XYZ file:
```
5
Properties=species:S:1:pos:R:3:forces:R:3:nbo_charge:R:1
C -0.509 0.740 -1.476 -0.23 0.25 -0.61 -0.4342
P -0.316 -0.865 1.808 0.41 0.25 -0.57 -0.0312
Br -1.342 -0.018 0.018 -1.01 -0.17 0.47 0.3997
Br 1.330 0.608 -1.412 0.58 -0.06 0.16 0.1098
H 0.836 -0.465 1.062 0.26 -0.27 0.55 -0.0441
```
Forces are in eV/Å.

Results
**Maximum force**: 1.129 eV/A
**Orbital gap (spin up / spin down)**: 7.96 / 5.54 eV
**HOMO energy (spin up / spin down)**: -8.558 / -7.546 eV
**Total energy**: -5527.8681 Ha